Entry 1:
# C40H52N4O12Se2SiSn

C40H52N4O12Se2SiSn as an isolated structure (ωB97M-V with the def2-TZVPD basis set, OMol25).

Output
- orbital gap (eV) = 6.3
- energy above the lowest of the compared OMol25 structures with the same formula, charge and spin (kcal per mole) = 10.3
- total charge = -2
- electronic energy (Eh) = -7984.428448
- highest occupied orbital energy (hartree) = -0.091

The geometry in XYZ format:
```
112
Properties=species:S:1:pos:R:3:lowdin_charge:R:1
Sn -0.655 -1.157 -0.427 1.214
O 2.916 -4.502 -0.202 -0.004
C 2.216 -3.336 0.035 -0.701
O 1.348 -2.962 -0.759 -0.157
C 2.051 -3.082 1.506 -0.262
C 2.907 -3.598 2.481 -0.022
C 2.653 -3.293 3.801 -0.052
C 1.563 -2.481 4.123 -0.015
C 0.747 -2.071 3.086 -0.217
N 0.975 -2.374 1.814 0.166
C -0.470 -1.208 3.288 -0.488
O -0.262 -0.245 4.202 0.075
O -1.497 -1.336 2.681 0.081
H 2.967 -4.566 -1.165 0.107
H 3.763 -4.184 2.178 0.115
H 3.305 -3.662 4.583 0.101
H 1.348 -2.185 5.141 0.113
H -0.800 0.535 3.910 0.081
O -6.686 -3.625 -4.837 -0.061
C -5.922 -4.414 -4.247 -0.697
O -5.921 -5.659 -4.211 -0.060
C -4.793 -3.737 -3.429 -0.092
C -4.664 -2.360 -3.383 0.038
C -3.638 -1.785 -2.641 -0.208
N -2.782 -2.504 -1.914 0.113
C -2.908 -3.834 -1.949 -0.205
C -3.876 -4.482 -2.705 0.042
C -1.971 -4.640 -1.116 -0.229
C -1.397 -5.804 -1.623 -0.014
C -0.556 -6.541 -0.811 -0.073
C -0.334 -6.113 0.488 -0.072
C -0.959 -4.951 0.906 -0.145
N -1.749 -4.219 0.128 0.115
C -3.437 -0.308 -2.656 -0.242
C -3.855 0.420 -3.769 -0.017
C -3.631 1.780 -3.805 -0.065
C -2.998 2.382 -2.733 -0.063
C -2.604 1.586 -1.670 -0.155
N -2.817 0.273 -1.623 0.047
H -5.388 -1.771 -3.929 0.110
H -3.971 -5.560 -2.715 0.117
H -1.591 -6.099 -2.646 0.114
H -0.074 -7.434 -1.190 0.100
H 0.321 -6.653 1.159 0.098
H -0.815 -4.577 1.913 0.102
H -4.315 -0.087 -4.603 0.110
H -3.929 2.361 -4.670 0.103
H -2.786 3.441 -2.737 0.080
H -2.074 2.006 -0.822 0.080
O 4.359 1.809 -2.664 -0.074
C 4.340 0.413 -2.980 -0.217
C 3.063 -0.322 -2.559 -0.564
C 3.094 -1.704 -3.228 -0.265
O 2.805 -1.652 -4.626 -0.104
C 1.843 0.478 -3.037 -0.527
Se 0.098 -0.447 -3.049 0.560
C 2.992 -0.430 -1.035 -0.527
Se 4.143 -1.725 -0.138 0.731
H 3.516 2.177 -2.948 0.057
H 5.184 -0.022 -2.439 0.106
H 4.497 0.266 -4.055 0.121
H 2.379 -2.352 -2.718 0.085
H 4.090 -2.135 -3.122 0.103
H 1.844 -1.534 -4.678 0.015
H 1.995 0.785 -4.076 0.063
H 1.731 1.374 -2.430 0.019
H 1.977 -0.711 -0.751 -0.007
H 3.174 0.559 -0.613 0.041
C -2.001 4.172 3.291 -0.025
C -2.186 2.664 3.130 -0.627
C -2.693 2.091 4.453 -0.040
C -3.176 2.335 2.018 -0.017
O -0.913 2.048 2.875 -0.140
Si 0.017 2.073 1.462 0.038
O -0.075 0.714 0.674 -0.424
O 1.520 2.557 1.911 -0.101
C 2.702 2.056 2.529 -0.626
C 2.691 0.537 2.610 -0.026
C 2.755 2.668 3.927 -0.028
C 3.885 2.534 1.695 -0.018
O -0.568 3.417 0.678 -0.135
C 0.072 4.318 -0.223 -0.631
C 0.893 3.543 -1.246 -0.022
C -1.057 5.090 -0.896 -0.023
C 0.954 5.305 0.543 -0.024
H -2.958 4.644 3.527 0.083
H -1.606 4.604 2.374 0.063
H -1.300 4.373 4.104 0.089
H -3.603 2.611 4.759 0.083
H -1.939 2.224 5.233 0.089
H -2.928 1.030 4.364 0.086
H -4.175 2.685 2.287 0.088
H -3.212 1.255 1.859 0.099
H -2.881 2.815 1.086 0.065
H 1.931 0.206 3.315 0.066
H 3.663 0.165 2.943 0.094
H 2.494 0.103 1.629 0.055
H 1.872 2.369 4.494 0.082
H 2.771 3.759 3.860 0.081
H 3.648 2.334 4.461 0.082
H 3.870 2.074 0.707 0.074
H 4.827 2.263 2.176 0.087
H 3.851 3.620 1.578 0.078
H 0.276 2.790 -1.742 0.079
H 1.724 3.029 -0.756 0.082
H 1.302 4.218 -2.003 0.094
H -1.728 4.407 -1.409 0.048
H -0.662 5.809 -1.617 0.087
H -1.635 5.629 -0.142 0.084
H 1.702 4.772 1.122 0.065
H 0.343 5.902 1.225 0.082
H 1.453 5.979 -0.158 0.085
```


Entry 2:
# C4H3N2

A 2-piece molecular cluster, C4H3N2 overall at a distorted geometry (ωB97M-V with the def2-TZVPD basis set, OMol25).

Output
- orbital gap (alpha / beta) (eV) = 8.6 / 7.1
- energy above the lowest of the compared OMol25 structures with the same formula, charge and spin (kcal per mole) = 107.3
- total charge = +1
- electronic energy (Eh) = -263.148709
- highest occupied orbital energy (alpha / beta) (hartree) = -0.592 / -0.559

The geometry in XYZ format:
```
9
Properties=species:S:1:pos:R:3:nbo_charge:R:1
C -3.264 -1.899 1.667 0.593
C -1.894 -0.082 -1.051 0.113
C -0.745 -0.113 -0.611 0.214
C 1.548 0.421 0.207 0.103
N -2.782 -1.308 0.814 -0.557
N 0.366 0.075 0.002 -0.240
H -2.932 -0.175 -1.269 0.288
H 1.919 0.250 1.153 0.231
H 2.103 1.198 -0.475 0.256
```


Entry 3:
# C41H38AsFeN5O

C41H38AsFeN5O as an isolated structure at a distorted geometry (ωB97M-V with the def2-TZVPD basis set, OMol25).

Output
- orbital gap (alpha / beta) (eV) = 7.7 / 7.6
- energy above the lowest of the compared OMol25 structures with the same formula, charge and spin (kcal per mole) = 0.0
- total charge = +2
- spin multiplicity = 5
- electronic energy (Eh) = -5433.208366
- highest occupied orbital energy (alpha / beta) (hartree) = -0.495 / -0.493

The geometry in XYZ format:
```
87
Properties=species:S:1:pos:R:3:lowdin_charge:R:1
Fe 0.994 0.641 -0.442 0.784
C 4.489 0.803 -0.961 -0.032
C 3.653 0.022 -0.011 -0.295
C 2.948 0.676 1.018 -0.080
C 2.350 -0.066 2.081 -0.260
C 1.694 0.677 3.237 -0.030
C 2.439 -1.444 2.051 -0.027
C 3.226 -2.103 1.104 -0.244
C 3.286 -3.624 1.133 -0.016
C 3.725 -1.379 0.049 -0.019
H 4.699 0.181 -1.825 0.087
H 5.466 1.068 -0.401 0.142
H 3.995 1.705 -1.214 0.046
H 3.038 1.760 1.215 0.142
H 2.542 1.025 3.874 0.109
H 1.129 -0.047 3.906 0.099
H 1.115 1.503 2.899 0.044
H 1.904 -1.956 2.791 0.106
H 3.283 -4.048 0.129 0.072
H 2.337 -3.953 1.585 0.076
H 4.141 -4.000 1.696 0.097
H 4.346 -1.940 -0.644 0.137
N 0.209 -3.766 -0.241 0.151
C 0.161 -2.432 -0.015 -0.084
N 0.666 -1.531 -0.849 0.078
C 1.284 -1.910 -2.047 -0.263
N 1.813 -1.028 -2.887 0.108
N 1.633 0.271 -2.478 -0.069
C 2.049 1.234 -3.171 -0.037
C 1.765 2.606 -2.642 -0.221
C 1.898 3.747 -3.376 0.007
C 1.347 4.951 -2.887 -0.012
C 0.839 4.991 -1.607 -0.002
C 0.923 3.807 -0.836 -0.091
N 1.302 2.654 -1.337 0.056
C 1.442 -3.316 -2.287 -0.106
C 2.039 -3.808 -3.464 0.036
C 2.354 -5.196 -3.597 -0.009
C 1.803 -6.073 -2.655 -0.040
C 1.108 -5.586 -1.560 -0.011
C 0.890 -4.219 -1.370 -0.183
H -0.300 -4.411 0.343 0.170
H -0.275 -2.196 0.931 0.129
H 2.549 1.046 -4.087 0.134
H 2.295 3.668 -4.381 0.129
H 1.384 5.795 -3.559 0.123
H 0.422 5.913 -1.253 0.115
H 0.733 3.906 0.182 0.084
H 2.468 -3.100 -4.128 0.102
H 2.917 -5.570 -4.404 0.100
H 2.022 -7.166 -2.655 0.136
H 0.737 -6.287 -0.846 0.114
O -0.376 1.304 0.727 -0.518
As -2.041 1.101 0.923 1.260
C -2.519 -0.480 1.844 -0.317
C -3.423 -1.413 1.306 -0.085
C -3.783 -2.482 2.070 -0.089
C -3.423 -2.579 3.378 -0.061
C -2.594 -1.631 3.992 -0.025
C -2.117 -0.568 3.188 -0.076
C -2.841 1.140 -0.793 -0.321
C -2.163 0.515 -1.813 -0.125
C -2.685 0.447 -3.081 -0.058
C -3.798 1.237 -3.414 -0.006
C -4.538 1.823 -2.343 -0.043
C -4.078 1.750 -1.041 -0.076
C -2.616 2.606 1.948 -0.305
C -3.826 2.502 2.577 -0.119
C -4.238 3.511 3.462 -0.050
C -3.375 4.578 3.744 -0.042
C -2.082 4.592 3.168 -0.068
C -1.695 3.660 2.242 -0.077
H -3.833 -1.304 0.337 0.099
H -4.449 -3.248 1.658 0.128
H -3.712 -3.434 3.978 0.120
H -2.292 -1.739 5.003 0.104
H -1.489 0.191 3.629 0.102
H -1.167 0.075 -1.692 0.069
H -2.205 -0.165 -3.802 0.103
H -4.135 1.311 -4.415 0.103
H -5.395 2.386 -2.500 0.091
H -4.719 2.206 -0.182 0.143
H -4.514 1.726 2.245 0.109
H -5.280 3.502 3.873 0.132
H -3.797 5.390 4.336 0.118
H -1.395 5.412 3.459 0.125
H -0.683 3.583 1.879 0.075
```


Entry 4:
# C5H16N3

A 2-piece molecular cluster, C5H16N3 overall at a distorted geometry (ωB97M-V with the def2-TZVPD basis set, OMol25).

Output
- orbital gap (eV) = 5.8
- energy above the lowest of the compared OMol25 structures with the same formula, charge and spin (kcal per mole) = 201.0
- total charge = +1
- electronic energy (Eh) = -363.854985
- highest occupied orbital energy (hartree) = -0.518

The geometry in XYZ format:
```
24
Properties=species:S:1:pos:R:3:nbo_charge:R:1
N 1.391 2.343 1.193 -0.890
C 0.913 1.203 0.461 0.887
N 0.424 0.112 1.548 -0.743
N 2.190 1.219 -0.740 -0.738
H 2.334 2.056 1.278 0.440
H 1.360 3.136 0.595 0.417
H 1.305 0.168 1.987 0.383
H -0.125 0.795 2.066 0.396
H 2.686 0.437 -0.422 0.381
H 1.645 0.932 -1.580 0.403
C -0.977 -2.536 0.825 -0.602
C -1.606 -1.842 -0.412 -0.390
C -1.072 -0.444 -0.707 -0.381
C -1.430 0.071 -2.099 -0.624
H 0.083 -2.176 0.783 0.191
H -0.873 -3.603 0.877 0.230
H -1.510 -2.258 1.726 0.207
H -2.667 -1.838 -0.397 0.221
H -1.282 -2.535 -1.293 0.208
H 0.016 -0.375 -0.595 0.167
H -1.463 0.230 0.080 0.185
H -1.067 -0.681 -2.863 0.222
H -0.942 1.036 -2.433 0.197
H -2.511 0.245 -2.226 0.234
```


Entry 5:
# C20H24BBaBrN3O4Se2

C20H24BBaBrN3O4Se2 as an isolated structure (ωB97M-V with the def2-TZVPD basis set, OMol25).

Output
- orbital gap (eV) = 6.4
- energy above the lowest of the compared OMol25 structures with the same formula, charge and spin (kcal per mole) = 0.0
- total charge = -1
- electronic energy (Eh) = -8669.136221
- highest occupied orbital energy (hartree) = -0.170

The geometry in XYZ format:
```
56
Properties=species:S:1:pos:R:3:nbo_charge:R:1
Ba -0.775 0.569 0.100 1.790
C 3.662 0.994 0.082 -0.261
O 2.743 -0.099 0.078 -0.494
C 3.276 -1.345 0.101 0.243
C 4.625 -1.626 0.137 -0.262
C 5.045 -2.958 0.152 -0.118
Br 6.896 -3.327 0.201 0.045
C 4.146 -3.991 0.131 -0.228
C 2.772 -3.718 0.095 -0.173
C 2.324 -2.392 0.085 0.381
O 1.037 -2.031 0.057 -0.729
C 1.780 -4.799 0.062 0.399
N 0.495 -4.568 0.040 -0.490
C -0.122 -5.810 -0.001 0.085
C -1.479 -6.117 -0.043 -0.176
C -1.814 -7.455 -0.080 -0.233
C -0.828 -8.459 -0.075 -0.209
C 0.519 -8.157 -0.035 -0.269
C 0.849 -6.806 0.001 0.159
N 2.066 -6.134 0.042 -0.551
H 4.308 0.949 -0.798 0.176
H 4.268 0.978 0.990 0.175
H 3.060 1.895 0.052 0.239
H 5.356 -0.832 0.150 0.230
H 4.503 -5.011 0.144 0.208
H 0.473 -2.873 0.029 0.540
H -2.212 -5.320 -0.049 0.260
H -2.856 -7.742 -0.114 0.214
H -1.131 -9.498 -0.106 0.209
H 1.272 -8.935 -0.033 0.211
H 2.981 -6.545 0.048 0.416
O -5.685 0.345 2.101 -0.761
C -4.950 -0.664 1.413 -0.069
C -4.988 -0.504 -0.105 -0.164
C -6.457 -0.663 -0.532 -0.054
O -6.670 -0.555 -1.943 -0.733
C -4.545 0.918 -0.569 -0.556
Se -3.376 2.079 0.564 -0.681
C -4.211 -1.645 -0.793 -0.515
Se -2.348 -2.047 -0.242 -0.748
H -5.144 1.149 2.007 0.487
H -5.396 -1.626 1.683 0.168
H -3.910 -0.680 1.747 0.193
H -7.064 0.074 0.001 0.176
H -6.814 -1.658 -0.258 0.169
H -6.343 0.311 -2.207 0.461
H -5.436 1.541 -0.673 0.200
H -4.090 0.838 -1.559 0.200
H -4.199 -1.459 -1.866 0.210
H -4.770 -2.569 -0.639 0.197
B 1.978 5.071 -0.172 -0.582
C 1.199 3.671 -0.176 0.390
N 0.685 2.636 -0.171 -0.775
H 2.392 5.242 -1.302 -0.002
H 1.207 5.938 0.170 0.008
H 2.894 4.939 0.621 -0.009
```